Formula: C11H40O11
Source: the OMol25 dataset
Level of theory: ωB97M-V/def2-TZVPD

Properties
Energy relative to the best compared isomer or geometry (same formula, charge and spin) in eV: 0.173
Spin multiplicity: 1
Charge: 0
HOMO energy in Ha: -0.349
Gap between HOMO and LUMO in eV: 9.896
SMILES: OCCO.OCCO.CO.CO.CO.CO.CO.CO.CO

Each line ends with the natural charge from an NBO analysis.
Atoms and positions in Å:
1 O 32.048 -3.715 -24.722  -0.76
2 O 32.007 0.120 -30.772  -0.76
3 O 27.226 -2.613 -30.385  -0.75
4 O 32.319 -3.245 -30.794  -0.76
5 O 26.111 -3.136 -32.997  -0.74
6 O 30.509 -1.682 -29.266  -0.76
7 O 31.928 -0.876 -25.268  -0.76
8 O 31.164 2.011 -25.467  -0.73
9 O 30.133 3.920 -29.283  -0.73
10 O 28.203 -5.084 -26.285  -0.73
11 O 29.106 2.336 -34.421  -0.73
12 C 29.083 -1.826 -29.218  -0.08
13 C 27.057 -5.081 -27.147  -0.26
14 C 30.733 -0.309 -25.956  -0.10
15 C 27.026 -3.029 -34.079  -0.25
16 C 28.931 0.928 -34.346  -0.25
17 C 33.248 -4.215 -30.284  -0.25
18 C 30.256 2.670 -28.636  -0.25
19 C 31.622 -4.582 -25.763  -0.25
20 C 28.567 -2.250 -30.553  -0.08
21 C 31.514 1.071 -31.776  -0.27
22 C 30.277 0.923 -25.271  -0.10
23 H 30.163 0.721 -24.198  0.18
24 H 31.036 -5.387 -25.321  0.18
25 H 27.364 -5.450 -28.135  0.18
26 H 31.019 1.921 -31.309  0.20
27 H 29.804 1.903 -29.263  0.17
28 H 29.160 -3.096 -30.938  0.17
29 H 32.807 -0.288 -31.121  0.49
30 H 30.672 -0.842 -29.748  0.50
31 H 30.953 -4.065 -26.466  0.16
32 H 26.258 -5.743 -26.793  0.16
33 H 28.023 -3.274 -33.696  0.19
34 H 31.002 -0.148 -27.009  0.20
35 H 31.304 2.394 -28.469  0.17
36 H 30.946 0.572 -32.558  0.17
37 H 28.792 2.730 -33.608  0.47
38 H 29.754 2.660 -27.663  0.17
39 H 33.420 -4.088 -29.211  0.17
40 H 26.825 -3.774 -34.861  0.17
41 H 31.776 -2.911 -30.047  0.50
42 H 34.201 -4.111 -30.802  0.17
43 H 26.867 -2.832 -31.275  0.50
44 H 25.210 -3.104 -33.334  0.48
45 H 28.065 -4.439 -25.586  0.47
46 H 32.709 -0.408 -25.588  0.48
47 H 28.669 -1.436 -31.297  0.14
48 H 29.947 -1.071 -25.930  0.19
49 H 28.839 -2.566 -28.452  0.19
50 H 28.635 -0.877 -28.889  0.16
51 H 32.356 1.548 -32.317  0.18
52 H 29.819 0.443 -34.737  0.18
53 H 28.043 0.622 -34.909  0.16
54 H 28.775 0.620 -33.306  0.16
55 H 26.668 -4.074 -27.328  0.17
56 H 31.972 -2.780 -25.025  0.49
57 H 30.689 4.547 -28.811  0.47
58 H 27.046 -2.024 -34.504  0.17
59 H 31.888 1.921 -24.836  0.47
60 H 32.892 -5.245 -30.452  0.16
61 H 32.474 -4.980 -26.320  0.15
62 H 29.298 1.247 -25.630  0.18